No. 1
The following is a quantum chemistry calculation of the ion C7H7N2O with charge +1 in a non-equilibrium geometry, from the Open Molecules 2025 dataset.

For the energy above the lowest of the compared OMol25 structures with the same formula, charge and spin, the calculation gives 693.88 kJ/mol. As for the spin multiplicity: 1. As for the total charge: +1. The calculation puts the HOMO-LUMO gap (alpha / beta) at 5.529 / 5.528 eV. The calculation puts the highest occupied orbital energy (alpha / beta) at -13.599 / -13.599 eV.

Last columns: bonded neighbours and bond lengths (Å).
Positions of all 17 atoms, in Å:
1 C 1.970 0.192 1.563  C6 1.332, N8 1.161
2 C -1.651 -0.256 1.769  C3 1.344, C4 1.455, H11 1.080
3 C -1.752 -0.480 0.448  C2 1.344, C5 1.443, H12 1.087
4 C -0.469 0.182 2.494  C2 1.455, C6 1.289, H13 1.094
5 C -0.821 -0.242 -0.629  C3 1.443, N9 1.274, H14 1.096
6 C 0.771 0.225 2.143  C1 1.332, C4 1.289
7 C 1.208 0.188 -2.540  O10 1.422, H15 1.087, H16 1.095, H17 1.093
8 N 2.945 0.187 0.932  C1 1.161
9 N -0.288 0.896 -0.841  C5 1.274, O10 1.300
10 O 0.549 1.199 -1.789  C7 1.422, N9 1.300
11 H -2.515 -0.427 2.395  C2 1.080
12 H -2.673 -0.947 0.108  C3 1.087
13 H -0.683 0.485 3.523  C4 1.094
14 H -0.740 -1.062 -1.351  C5 1.096
15 H 1.873 0.726 -3.211  C7 1.087
16 H 0.491 -0.397 -3.125  C7 1.095
17 H 1.785 -0.472 -1.887  C7 1.093

=====

No. 2
The following is a quantum chemistry calculation of a cluster of 4 separate species, C3H6S in total in a non-equilibrium geometry, from the Open Molecules 2025 dataset.

For the energy above the lowest of the compared OMol25 structures with the same formula, charge and spin, the calculation gives 914.21 kJ/mol. As for the spin multiplicity: 1. As for the total charge: 0. The calculation puts the HOMO-LUMO gap at 7.039 eV. The calculation puts the highest occupied orbital energy at -8.082 eV.

Last columns: bonded neighbours and bond lengths (Å).
Positions of all 10 atoms, in Å:
1 C -1.875 0.132 0.089  S10 1.857
2 C 0.874 0.190 -0.232  C3 1.437, H7 1.080, S10 1.766
3 C 2.152 -0.360 0.127  C2 1.437, H8 1.094, H9 1.125
4 H -0.795 1.475 0.377  no bonds
5 H -2.806 -0.118 -1.399  no bonds
6 H -2.716 -0.354 1.471  no bonds
7 H 0.438 1.118 -0.572  C2 1.080
8 H 2.141 -1.446 -0.005  C3 1.094
9 H 3.003 0.369 0.226  C3 1.125
10 S -0.417 -1.005 -0.082  C1 1.857, C2 1.766

=====

No. 3
The following is a quantum chemistry calculation of a cluster of 2 separate species, C2H3Cl2N in total in a non-equilibrium geometry, from the Open Molecules 2025 dataset.

For the energy above the lowest of the compared OMol25 structures with the same formula, charge and spin, the calculation gives 268.86 kJ/mol. As for the spin multiplicity: 1. As for the total charge: 0. The calculation puts the HOMO-LUMO gap at 9.185 eV. The calculation puts the highest occupied orbital energy at -8.389 eV.

Last columns: bonded neighbours and bond lengths (Å).
Positions of all 8 atoms, in Å:
1 C 0.811 -0.552 -0.314  N3 1.193, H6 1.097
2 C -1.104 0.468 0.116  Cl4 1.682, Cl5 1.757, H7 1.024
3 N 1.788 0.109 -0.138  C1 1.193, H8 0.955
4 Cl -2.221 0.874 -1.075  C2 1.682
5 Cl -1.900 -0.545 1.311  C2 1.757
6 H 0.588 -1.624 -0.239  C1 1.097
7 H -0.691 1.283 0.579  C2 1.024
8 H 2.729 -0.013 -0.240  N3 0.955